{
  "formula": "C6H7FN4",
  "method": "wB97M-V/def2-TZVPD",
  "orbital_gap_ev": [5.7, 6.2],
  "homo_energy_ev": [-4.9, -8.4],
  "s_squared": 2.02,
  "e_tot_ev": -15006.5645,
  "charge": 0,
  "e_lumo_ev": [0.8, -2.1],
  "spin_multiplicity": 3,
  "elements": ["C", "C", "C", "C", "C", "C", "N", "N", "N", "N", "F", "H", "H", "H", "H", "H", "H", "H"],
  "xyz": [[2.4497, -0.4528, -0.0536], [2.4512, 0.7969, 0.4669], [0.2065, -1.1745, -0.6601], [-1.7039, -0.8055, 0.8185], [0.1994, 1.6753, -0.0716], [-2.4421, -0.3315, -0.2151], [1.4642, -1.0298, -0.8140], [-0.3596, -0.9355, 0.6184], [-0.7432, 2.2489, -0.5881], [1.3206, 1.5953, 0.3681], [-3.7662, -0.2284, -0.0433], [3.4500, -0.8304, 0.0772], [3.2985, 1.2793, 0.8356], [-0.2317, -1.4955, -1.5790], [-2.1106, -1.1490, 1.6836], [-2.1815, 0.0056, -1.2322], [0.2704, -0.9633, 1.3943], [-1.5717, 1.7946, -1.0055]],
  "atomic_forces_ev_per_a": [[-1.928, -4.048, -3.079], [-4.138, 4.811, 0.828], [-0.830, 1.439, 1.223], [0.344, 1.480, -4.361], [-0.065, 0.915, -0.728], [0.028, -0.418, 0.797], [6.011, 0.325, 2.015], [0.277, -1.080, -1.254], [-1.426, -0.388, -0.894], [2.613, -1.169, 0.936], [-0.999, -0.017, 0.078], [0.183, -1.213, -0.921], [1.101, 0.453, 0.819], [-1.568, -0.310, 0.263], [-1.243, -0.622, 2.408], [0.345, -0.535, 0.821], [0.282, -0.176, 0.199], [1.013, 0.553, 0.851]],
  "nbo_charge": [-0.0397, -0.0599, 0.1153, -0.0853, 0.6436, 0.1293, -0.4153, -0.6095, -0.6859, -0.4504, -0.3443, 0.1901, 0.2058, 0.2147, 0.2139, 0.1648, 0.4037, 0.4090]
}

{
  "formula": "C4H7NO2",
  "method": "wB97M-V/def2-TZVPD",
  "e_above_lowest_ev": 1.1350,
  "orbital_gap_ev": 10.7,
  "smiles": "C[C@@]1(C(N)=O)CO1",
  "homo_energy_ev": -9.8,
  "e_tot_ev": -9846.1447,
  "charge": 0,
  "e_lumo_ev": 0.9,
  "elements": ["C", "C", "C", "O", "C", "O", "N", "H", "H", "H", "H", "H", "H", "H"],
  "xyz": [[1.1003, -1.2791, 0.1013], [0.3109, -0.0126, -0.0961], [0.9278, 1.2281, -0.5668], [0.1340, 0.4266, -1.4397], [-0.9171, 0.0929, 0.7894], [-0.8302, -0.0076, 2.0011], [-2.0730, 0.2741, 0.1091], [2.0211, -1.2582, -0.4878], [1.3393, -1.3993, 1.1607], [0.5026, -2.1406, -0.2164], [0.4949, 2.1890, -0.2896], [1.9951, 1.2360, -0.7887], [-2.9403, 0.3182, 0.6208], [-2.0652, 0.3326, -0.8973]],
  "atomic_forces_ev_per_a": [[0.036, -0.039, 0.009], [0.080, -0.127, 0.190], [0.150, 0.204, 0.098], [-0.090, -0.069, -0.182], [0.007, -0.029, 0.137], [-0.072, 0.005, -0.390], [-0.064, 0.018, 0.064], [-0.131, 0.031, 0.083], [-0.008, 0.019, -0.137], [0.082, 0.107, 0.049], [0.033, -0.156, -0.055], [-0.183, -0.019, 0.039], [0.128, 0.019, -0.063], [0.032, 0.036, 0.159]],
  "nbo_charge": [-0.6236, 0.1165, -0.0894, -0.5031, 0.6474, -0.6116, -0.8164, 0.2192, 0.2414, 0.2205, 0.1905, 0.1879, 0.4052, 0.4155]
}

{
  "formula": "CH2NO2S2",
  "method": "wB97M-V/def2-TZVPD",
  "e_above_lowest_ev": 0.7471,
  "orbital_gap_ev": 7.8,
  "homo_energy_ev": -4.5,
  "e_tot_ev": -28325.2491,
  "charge": -1,
  "e_lumo_ev": 3.3,
  "elements": ["C", "N", "O", "O", "S", "S", "H", "H"],
  "xyz": [[-0.8231, -2.7243, 0.5349], [-0.6003, -1.6109, 0.2213], [0.7232, 0.7942, -0.1404], [0.6547, 2.5754, -1.6698], [-1.3196, -4.1881, 0.8514], [0.0923, 2.1857, -0.4269], [1.0595, 3.1436, 0.6279], [0.2134, -0.1756, 0.0015]],
  "atomic_forces_ev_per_a": [[0.249, 3.126, -1.067], [0.773, 0.082, 0.279], [-0.123, -2.039, 0.870], [0.542, 1.221, -2.715], [-0.520, -2.410, 0.670], [0.810, 0.340, 3.309], [-1.575, -1.710, -1.250], [-0.156, 1.390, -0.096]],
  "nbo_charge": [0.1149, -0.6602, -0.9962, -0.9814, -0.3321, 1.4362, -0.1381, 0.5569]
}

{
  "formula": "C4H6N2OS",
  "method": "wB97M-V/def2-TZVPD",
  "e_above_lowest_ev": 3.9103,
  "orbital_gap_ev": 9.9,
  "smiles": "OCC1(S)C=NN=C1",
  "homo_energy_ev": -9.9,
  "e_tot_ev": -20105.4312,
  "charge": 0,
  "e_lumo_ev": 0.0,
  "elements": ["C", "C", "C", "C", "H", "H", "H", "H", "H", "H", "N", "N", "O", "S"],
  "xyz": [[0.9791, -1.0606, -0.7198], [-0.2101, -0.1671, -0.3077], [-0.3466, -0.3339, 1.2062], [0.2592, 1.2275, -0.1450], [2.1546, 0.1436, 0.2578], [0.7226, -2.1927, -0.6911], [1.2277, -0.8648, -1.7895], [-2.2188, 0.8578, -0.6290], [-0.5662, -1.2984, 1.7360], [0.4029, 1.9117, -0.9564], [0.0841, 0.5444, 1.9810], [0.4551, 1.6422, 1.0480], [2.1390, -0.8640, 0.1094], [-1.6687, -0.3091, -1.2630]],
  "atomic_forces_ev_per_a": [[0.612, -1.950, -0.898], [1.287, 0.267, 2.813], [-0.739, -4.232, 1.149], [0.462, 1.339, 0.040], [0.417, -2.143, -0.090], [0.224, 1.931, 0.252], [-0.183, 0.083, 0.599], [0.465, -1.670, -1.034], [-0.227, 0.668, -1.017], [0.212, 0.229, -0.455], [0.356, 1.915, -1.161], [-0.077, 0.019, -0.048], [-1.208, 2.094, -0.413], [-1.602, 1.448, 0.263]],
  "nbo_charge": [-0.0532, -0.3912, 0.0969, 0.0236, 0.4738, 0.2054, 0.1852, 0.1568, 0.2134, 0.2192, -0.2445, -0.2447, -0.6996, 0.0592]
}

{
  "formula": "C9H23FN2O8PV",
  "method": "wB97M-V/def2-TZVPD",
  "e_above_lowest_ev": 5.6505,
  "orbital_gap_ev": 4.7,
  "homo_energy_ev": -9.1,
  "e_tot_ev": -66756.6989,
  "charge": 0,
  "e_lumo_ev": -4.4,
  "elements": ["O", "V", "O", "F", "C", "C", "O", "N", "C", "H", "H", "H", "H", "H", "H", "H", "C", "C", "O", "N", "C", "H", "H", "H", "H", "H", "H", "H", "C", "O", "P", "O", "O", "C", "O", "C", "H", "H", "H", "H", "H", "H", "H", "H", "H"],
  "xyz": [[0.8810, 0.2446, 5.6991], [0.3208, 1.3146, 4.5990], [-1.2899, 1.4274, 4.9055], [0.2005, -0.5871, 1.6282], [-4.1407, -3.8230, 1.5108], [-4.5130, -3.3095, 0.0814], [-5.4954, -3.8028, -0.4273], [-3.6660, -2.4222, -0.4347], [-3.8554, -1.8774, -1.7716], [-3.2636, -4.4503, 1.3517], [-4.9567, -4.3809, 1.9702], [-3.7649, -3.0594, 2.1918], [-2.8111, -2.1328, 0.0187], [-4.9269, -1.6957, -1.8556], [-3.5646, -2.5923, -2.5413], [-3.2216, -0.9968, -1.8764], [1.3387, -3.8916, -2.3542], [1.6277, -5.0278, -1.4414], [2.1859, -6.0445, -1.9590], [1.3007, -4.8519, -0.1241], [1.8209, -5.7857, 0.8805], [0.8871, -4.3692, -3.2237], [2.3027, -3.4736, -2.6441], [0.6664, -3.1873, -1.8643], [1.1113, -3.9193, 0.2143], [1.9897, -5.2749, 1.8285], [2.6877, -6.3352, 0.5132], [0.9789, -6.4453, 1.0904], [3.8844, 5.8431, -0.3043], [2.6032, 6.3137, 0.0247], [1.2691, 5.3227, -0.1514], [1.0602, 4.4715, 1.0370], [1.5735, 4.5851, -1.5866], [2.2730, 3.3204, -1.5475], [0.0430, 6.3332, -0.4838], [-0.7481, 6.9866, 0.4821], [4.0134, 5.7844, -1.3851], [4.1251, 4.8860, 0.1584], [4.6407, 6.5505, 0.0358], [2.6370, 3.1441, -0.5353], [3.1578, 3.2392, -2.1789], [1.5208, 2.5657, -1.7772], [-0.5236, 8.0496, 0.5703], [-0.5635, 6.5215, 1.4505], [-1.7962, 6.8323, 0.2255]],
  "atomic_forces_ev_per_a": [[-1.312, 3.301, -3.120], [-3.844, -4.191, 2.526], [5.012, -0.005, -0.939], [0.109, 0.845, 1.292], [0.699, 0.530, -0.743], [-0.021, -1.496, 3.088], [-0.317, 0.535, -1.208], [0.777, 0.949, -1.102], [-0.179, -0.463, 0.292], [-0.103, -0.464, 0.121], [0.116, 0.094, -0.307], [-0.275, 0.294, -0.055], [-0.354, -0.363, 0.426], [0.162, 0.396, -0.408], [-0.038, -0.085, -0.055], [-0.387, 0.111, -0.008], [-0.446, -0.206, 0.109], [1.602, -2.069, -1.078], [-1.497, 2.108, 2.277], [1.245, -0.452, -0.289], [-1.319, -0.012, 0.006], [-0.084, 0.440, -0.112], [-0.200, 0.278, -0.002], [0.130, 0.329, -0.397], [-0.090, -0.020, -0.382], [0.388, 0.188, -0.236], [-0.133, 0.131, 0.060], [0.372, -0.626, 0.083], [0.866, -0.128, -0.371], [-2.428, -0.596, 0.003], [1.009, 1.114, -0.595], [0.087, 0.242, -0.677], [-0.294, 1.177, 1.369], [-0.505, -0.511, 1.016], [2.220, -1.276, -1.043], [-0.270, -0.349, 1.146], [-0.136, -0.225, -0.091], [-0.144, -0.124, 0.009], [-0.307, 0.187, 0.223], [-0.154, -0.196, 0.062], [-0.396, 0.629, -0.461], [0.351, -0.136, -0.130], [0.143, -0.064, -0.353], [-0.161, 0.069, 0.147], [0.106, 0.111, -0.096]],
  "mulliken_charge": [-0.5146, 1.7490, -0.4904, -0.7409, -1.0254, 0.6567, -0.6195, -0.1710, -0.8528, 0.2506, 0.2895, 0.3341, 0.2510, 0.2840, 0.2689, 0.3321, -0.8445, 0.6218, -0.6578, -0.1641, -0.9106, 0.2666, 0.2287, 0.2654, 0.2798, 0.3450, 0.2911, 0.2765, -0.6021, -0.3372, 0.9678, -0.5857, -0.3109, -0.6818, -0.3101, -0.6381, 0.2567, 0.2909, 0.2783, 0.3164, 0.2798, 0.2805, 0.2579, 0.2942, 0.2440]
}

{
  "formula": "C21H33CrN11O2S3",
  "method": "wB97M-V/def2-TZVPD",
  "e_above_lowest_ev": 0.7225,
  "orbital_gap_ev": [8.0, 8.2],
  "homo_energy_ev": [-10.5, -10.3],
  "s_squared": 0.76,
  "e_tot_ev": -103720.4712,
  "charge": 1,
  "e_lumo_ev": [-2.5, -2.1],
  "spin_multiplicity": 2,
  "elements": ["Cr", "N", "C", "O", "C", "C", "H", "H", "H", "H", "H", "H", "C", "C", "C", "N", "N", "C", "N", "S", "H", "H", "H", "H", "H", "H", "H", "C", "C", "C", "N", "N", "C", "N", "S", "H", "H", "H", "H", "H", "H", "H", "C", "C", "C", "C", "N", "C", "S", "N", "H", "H", "H", "H", "H", "N", "C", "N", "C", "C", "O", "C", "C", "H", "H", "H", "H", "H", "H", "H", "H"],
  "xyz": [[1.0057, 0.3543, -0.0862], [3.6619, 1.1300, 2.9380], [3.0185, 0.9730, 1.7852], [1.9304, 0.3608, 1.7490], [3.5690, 1.5369, 0.5092], [2.9118, 0.7950, -0.6476], [3.2626, 0.7604, 3.7854], [4.5545, 1.5894, 2.9754], [4.6629, 1.4954, 0.5119], [3.2903, 2.5961, 0.4911], [3.3890, -0.1799, -0.7989], [3.0019, 1.3584, -1.5752], [0.5762, -3.5276, -4.5490], [-0.5138, -2.4580, -4.5195], [-0.0611, -1.2229, -3.8033], [0.1590, -1.1677, -2.5457], [0.5819, 0.0743, -2.1124], [0.6723, 0.9379, -3.1012], [1.0457, 2.2209, -2.9781], [0.2547, 0.2686, -4.6354], [0.2159, -4.4280, -5.0448], [0.8863, -3.7873, -3.5367], [1.4566, -3.1741, -5.0855], [-1.4064, -2.8262, -4.0086], [-0.8193, -2.1972, -5.5335], [1.1357, 2.6600, -2.0693], [1.1142, 2.8011, -3.7933], [1.1065, 6.3840, 1.5665], [0.4415, 5.7909, 0.3269], [0.1980, 4.3226, 0.4524], [0.7149, 3.4396, -0.3176], [0.3464, 2.1652, 0.0305], [-0.5318, 2.0849, 1.0645], [-0.9371, 0.8922, 1.3480], [-0.8456, 3.6814, 1.7137], [1.2812, 7.4498, 1.4298], [2.0666, 5.9049, 1.7612], [0.4835, 6.2610, 2.4528], [1.0653, 5.9321, -0.5563], [-0.5087, 6.2955, 0.1373], [-2.6017, -0.1496, 0.0156], [-1.4587, 0.8059, 2.2110], [-6.9578, -3.3922, -2.3450], [-6.3637, -2.3003, -1.5157], [-7.1369, -1.4260, -0.7612], [-6.4692, -0.4663, -0.0228], [-5.1426, -0.3561, -0.0140], [-4.5055, -1.2383, -0.7702], [-2.7377, -1.1755, -0.8421], [-5.0299, -2.2009, -1.5176], [-8.0435, -3.3316, -2.3722], [-6.6695, -4.3602, -1.9333], [-6.5669, -3.3406, -3.3604], [-8.2145, -1.4931, -0.7510], [-7.0134, 0.2449, 0.5883], [0.6447, -1.6223, 0.0739], [0.0467, -2.6036, 0.1943], [-0.5828, -3.7349, 0.3158], [-1.3962, -3.9926, 1.5176], [-1.4689, -5.4965, 1.7206], [-1.9655, -6.1388, 0.5635], [-1.1071, -5.9355, -0.5415], [-1.0187, -4.4608, -0.8900], [-2.3947, -3.5738, 1.3642], [-0.9283, -3.5040, 2.3710], [-2.1532, -5.7305, 2.5343], [-0.4745, -5.8897, 1.9689], [-1.5309, -6.4913, -1.3766], [-0.1094, -6.3349, -0.3190], [-1.9977, -4.0822, -1.1978], [-0.2962, -4.2759, -1.6841]],
  "atomic_forces_ev_per_a": [[0.014, -0.285, 0.027], [0.056, 0.028, -0.042], [-0.069, -0.031, -0.038], [-0.026, 0.003, -0.019], [0.096, 0.000, 0.076], [-0.036, -0.134, 0.017], [-0.011, -0.004, -0.005], [-0.005, -0.002, 0.007], [-0.013, 0.020, 0.010], [-0.014, 0.000, 0.006], [0.026, 0.004, 0.021], [-0.022, -0.034, 0.014], [0.002, -0.023, -0.010], [-0.025, 0.006, 0.050], [0.021, -0.155, -0.025], [-0.044, 0.055, -0.113], [-0.121, -0.228, 0.081], [0.137, 0.522, 0.025], [0.027, -0.260, -0.069], [-0.030, 0.069, 0.000], [-0.001, -0.007, -0.002], [0.015, 0.013, -0.026], [0.011, 0.001, -0.007], [0.021, -0.008, 0.010], [0.005, -0.006, 0.000], [-0.016, 0.066, 0.044], [-0.068, 0.020, -0.012], [0.041, 0.029, 0.032], [-0.006, -0.040, -0.063], [0.023, 0.241, -0.064], [-0.051, -0.119, 0.073], [0.013, 0.611, -0.144], [0.037, -0.251, -0.100], [-0.074, 0.047, 0.068], [-0.022, -0.053, 0.063], [-0.002, 0.006, -0.004], [0.002, -0.006, -0.005], [-0.013, -0.001, 0.004], [0.006, 0.013, 0.013], [-0.007, -0.007, -0.002], [0.053, -0.051, -0.031], [0.024, -0.046, -0.008], [-0.035, -0.025, -0.008], [0.096, 0.012, 0.019], [0.039, 0.018, 0.003], [-0.065, -0.013, -0.002], [-0.042, 0.020, 0.036], [0.277, -0.082, -0.099], [-0.147, 0.091, 0.032], [-0.157, 0.004, 0.037], [-0.001, -0.001, -0.001], [0.001, -0.005, -0.005], [0.002, 0.002, -0.007], [-0.015, 0.002, 0.000], [0.004, 0.005, 0.001], [0.118, -0.053, 0.126], [0.057, 0.138, -0.004], [-0.079, -0.127, 0.054], [0.034, -0.052, -0.018], [-0.001, 0.031, 0.033], [-0.024, 0.019, 0.002], [-0.015, -0.019, -0.050], [0.007, 0.030, 0.012], [-0.007, -0.011, -0.002], [0.006, -0.005, -0.003], [0.006, 0.003, -0.010], [-0.009, 0.023, 0.004], [0.015, 0.012, 0.002], [0.005, 0.026, -0.011], [-0.002, -0.012, -0.006], [-0.023, -0.032, 0.015]],
  "lowdin_spin": [0.9909, -0.0002, -0.0004, 0.0070, -0.0012, -0.0195, 0.0001, -0.0001, -0.0016, 0.0000, 0.0027, -0.0006, 0.0001, 0.0002, 0.0011, -0.0012, -0.0024, 0.0090, 0.0072, 0.0008, 0.0000, 0.0000, 0.0000, 0.0000, 0.0000, 0.0002, 0.0003, -0.0001, -0.0004, -0.0028, 0.0032, -0.0050, 0.0011, 0.0021, 0.0004, 0.0000, 0.0000, 0.0000, 0.0000, -0.0002, 0.0001, 0.0005, 0.0000, 0.0000, 0.0000, 0.0000, 0.0000, 0.0000, 0.0002, 0.0000, 0.0000, 0.0000, 0.0000, 0.0000, 0.0000, 0.0002, 0.0034, 0.0041, 0.0002, 0.0000, 0.0000, 0.0000, 0.0001, 0.0001, 0.0000, 0.0000, 0.0000, 0.0000, 0.0000, 0.0001, 0.0000]
}

{
  "formula": "C4H3F2N",
  "method": "wB97M-V/def2-TZVPD",
  "e_above_lowest_ev": 1.5474,
  "orbital_gap_ev": 10.0,
  "smiles": "Fc1cc[nH]c1F",
  "homo_energy_ev": -9.2,
  "e_tot_ev": -11119.3567,
  "charge": 0,
  "e_lumo_ev": 0.9,
  "elements": ["C", "C", "C", "C", "H", "H", "H", "N", "F", "F"],
  "xyz": [[-0.7112, -0.8884, 0.3426], [-0.4282, -0.4102, -1.0687], [0.3918, 0.5978, -0.9409], [0.0203, -0.1235, 1.1673], [-1.0414, -0.5730, -1.9951], [0.5374, 1.3380, -1.7621], [1.2949, 1.5764, 0.8844], [0.6427, 0.8748, 0.4098], [-1.4360, -1.9669, 0.5056], [0.7296, -0.4251, 2.4571]],
  "atomic_forces_ev_per_a": [[0.471, 0.125, -3.515], [-3.273, -2.302, 1.417], [1.353, 4.058, 0.138], [3.128, 0.141, 2.378], [0.873, -0.342, 1.271], [0.440, -0.573, 1.128], [-1.331, -1.667, -1.448], [1.345, 0.334, 0.988], [-0.349, -0.725, 0.984], [-2.658, 0.952, -3.342]],
  "nbo_charge": [0.2685, -0.3421, -0.0322, 0.4149, 0.2415, 0.2207, 0.4398, -0.5757, -0.2895, -0.3459]
}

{
  "formula": "C3H3I5O",
  "method": "wB97M-V/def2-TZVPD",
  "e_above_lowest_ev": 1.6653,
  "orbital_gap_ev": 7.7,
  "homo_energy_ev": -8.6,
  "e_tot_ev": -45707.2723,
  "charge": 0,
  "e_lumo_ev": -0.9,
  "elements": ["C", "C", "C", "O", "I", "I", "I", "I", "I", "H", "H", "H"],
  "xyz": [[1.5948, 0.0442, 0.0050], [-0.2943, 0.8136, 0.1917], [-1.2357, -0.3614, 0.0378], [1.5038, -0.7534, -1.0273], [-0.5254, 1.6350, 2.2213], [-0.6648, 2.4283, -1.1544], [-0.8997, -1.8610, 1.5865], [-3.3019, 0.2724, 0.3289], [-1.2473, -1.1959, -2.0082], [1.8684, -0.3188, 0.9698], [1.8749, 1.0663, -0.3203], [1.3271, -1.7694, -0.8307]],
  "atomic_forces_ev_per_a": [[-3.330, 3.561, -0.328], [1.592, -1.313, 1.117], [-0.807, 0.454, -0.165], [0.604, -4.114, -0.771], [0.525, -0.010, -0.488], [0.353, -0.326, -0.070], [0.250, -0.095, -0.714], [-0.277, -0.144, -0.072], [-0.200, -0.074, 0.540], [0.088, -0.172, 0.604], [0.730, -0.946, 0.491], [0.472, 3.178, -0.143]],
  "nbo_charge": [0.0831, -0.6004, -0.6831, -0.6839, 0.1523, 0.2142, 0.2094, 0.1872, 0.2223, 0.1935, 0.1989, 0.5065]
}